[1]
ORCA calculation (ωB97M-V/def2-TZVPD) on a structure of composition C39H57CrNO2S3Se.

XYZ file:
```
104
Properties=species:S:1:pos:R:3:forces:R:3
H 0.084423 4.216647 2.210967 -0.0251 -0.0039 -0.0426
H -0.956252 4.707693 -2.641427 -0.0428 0.0056 0.0227
H 5.736271 -0.273622 -2.091607 0.0000 0.0024 -0.0008
H 2.768392 -1.883025 1.006428 0.0035 -0.0041 -0.0046
H 2.998454 -0.796803 3.390612 0.0003 -0.0054 0.0074
H -1.038305 -0.352050 -5.410136 0.0069 -0.0071 -0.0112
H -4.816280 -2.063233 -1.839600 -0.0084 0.0007 0.0026
C -4.818281 0.672133 -3.967834 -0.0023 0.0025 -0.0030
H 2.458300 -1.723448 4.795474 0.0017 0.0014 0.0006
C -2.791980 0.703348 -0.994861 -0.0353 -0.0141 -0.0067
Se -0.935744 1.480872 1.037762 -0.0284 0.1069 -0.0596
H 5.192658 5.545395 -1.740374 -0.0010 -0.0004 0.0010
H 3.571564 -3.341327 1.613321 0.0021 0.0016 -0.0001
H -5.516999 0.087020 -0.633451 -0.0019 -0.0008 -0.0010
C -1.938582 -0.785990 2.479178 -0.0226 -0.0345 0.0068
C -3.102933 -2.710368 3.622086 -0.0062 -0.0101 0.0016
H -6.023241 -1.641185 -3.063107 0.0016 0.0014 -0.0074
H -0.021874 6.616466 1.175238 -0.0702 -0.0227 0.0058
C 5.661120 0.396811 1.222144 -0.0099 0.0007 0.0051
C -4.627899 -0.040615 -2.622201 -0.0008 0.0033 -0.0016
H 5.791335 3.826034 -1.440974 -0.0003 0.0004 0.0003
H -2.137462 -3.939506 5.146025 -0.0003 -0.0013 0.0003
C -0.566375 -2.574764 3.223711 0.0073 0.0001 -0.0274
C -0.167692 4.767844 -1.889815 0.1326 -0.0276 0.1334
O 0.855424 0.361862 -1.070646 0.0782 -0.0553 -0.1228
H -4.568755 1.731820 -3.884532 -0.0051 0.0014 0.0005
H -4.354292 -2.023063 1.964971 0.0006 0.0005 -0.0025
H 2.849454 -4.489040 3.577150 0.0021 0.0032 0.0059
H 1.124834 3.395946 -2.933501 -0.0596 -0.0634 -0.0431
H -3.590607 -3.592075 1.692288 -0.0012 -0.0012 -0.0003
C 0.886857 4.770591 1.727382 0.0287 0.0815 0.0584
C -0.791258 -0.382602 -2.672626 0.0179 -0.0004 -0.0331
H 3.380374 0.475744 -1.821784 0.0058 0.0084 0.0157
S -0.997790 5.006408 -0.302868 0.0236 0.1472 -0.0721
H 1.869794 -1.414626 -2.385113 -0.0017 -0.0089 -0.0193
S 2.103621 3.545093 1.127803 -0.0271 0.2231 0.1860
C -0.193528 -2.503835 -3.854177 -0.0028 0.0034 0.0236
C 2.608846 -2.835770 1.507373 -0.0254 0.0003 -0.0038
H 3.862805 -2.267370 3.870394 -0.0001 -0.0022 0.0014
H -4.367887 -2.006181 -3.546495 0.0033 -0.0033 0.0050
C -4.975881 -1.527739 -2.777375 0.0026 -0.0016 0.0030
C -1.840973 -2.019470 3.107300 0.0015 0.0345 -0.0094
C 2.877463 -1.801890 3.790558 0.0054 0.0022 -0.0124
H 0.438129 5.643307 -2.123022 0.0039 0.0057 0.0101
H -3.724792 -4.505364 4.633020 -0.0003 -0.0001 -0.0002
C -3.173183 0.091682 -2.177988 -0.0063 -0.0110 -0.0034
O 1.548871 -0.050398 1.682420 -0.1119 0.2173 0.2339
H 5.569107 4.164318 0.979516 -0.0009 0.0037 0.0076
C -4.059305 -2.957145 2.446534 0.0041 -0.0016 -0.0031
C 5.371850 0.033808 -1.122020 0.0087 -0.0074 0.0061
H 7.217457 -0.309586 -0.078153 -0.0008 -0.0038 0.0011
H 6.256786 0.382336 2.123418 0.0006 0.0022 -0.0005
H -2.900393 -0.305978 2.342425 -0.0030 0.0028 0.0047
C -0.424444 0.236308 -1.462001 0.0198 0.0084 0.0847
C 0.475420 -0.718508 2.138107 0.0848 -0.0137 -0.0302
H 4.971322 5.885614 0.690157 -0.0014 0.0018 -0.0094
H -2.332352 -4.752958 3.583189 -0.0011 -0.0009 0.0004
C 4.063228 0.452870 -0.983415 -0.0065 0.0073 -0.0009
C 5.431483 4.762569 -1.031160 -0.0047 -0.0111 -0.0120
H 1.992434 0.092964 -3.305961 -0.0104 0.0061 -0.0107
C 6.187095 0.010866 -0.001021 0.0037 -0.0012 -0.0064
C -2.151567 -0.429008 -2.969264 0.0100 0.0195 0.0004
C 4.339346 0.792236 1.280586 0.0014 -0.0247 0.0120
H -2.437777 -0.908916 -3.896568 0.0011 -0.0080 -0.0011
Cr 1.507456 1.293014 0.402597 -0.0334 -0.9034 0.0226
H -5.408499 1.644970 -1.474441 0.0001 0.0006 0.0019
C 1.967020 -2.652920 2.892785 -0.0024 0.0026 0.0080
N 3.558040 0.829521 0.195858 -0.0724 0.0175 -0.0699
C -0.011304 -0.304873 -5.048630 -0.0079 0.0004 -0.0086
H 0.629571 -0.768533 -5.801226 0.0036 0.0016 0.0026
H 1.467526 -3.993434 4.548370 -0.0082 -0.0015 -0.0021
S 2.157416 3.337021 -0.949512 0.1213 0.6385 -0.4557
C -1.449579 0.758517 -0.660649 0.0835 -0.0122 -0.0069
H 1.152455 6.045281 0.002009 -0.0159 0.0710 -0.0013
C -5.589978 0.576235 -1.607229 0.0092 0.0020 0.0061
C 0.600310 -1.975128 2.755365 0.0188 -0.0237 0.0288
H 1.219931 -4.706770 2.944129 0.0076 -0.0046 -0.0029
H 0.485482 -2.976692 -4.566197 -0.0025 0.0014 -0.0057
C 0.164043 -1.016851 -3.698337 -0.0074 -0.0167 0.0007
C 0.628235 3.486689 -1.959897 -0.0488 -0.1471 0.1825
H 1.972052 -3.454983 0.871874 0.0024 -0.0008 -0.0005
H -1.209901 -2.647292 -4.220575 -0.0084 0.0045 0.0078
H 1.446643 5.320823 2.486258 0.0147 -0.0262 0.0022
H -5.856951 0.591051 -4.293552 0.0001 -0.0038 -0.0011
C 1.650659 -0.942365 -3.341587 -0.0029 -0.0085 0.0103
H 3.873808 1.068977 2.217502 0.0022 0.0081 -0.0056
C -3.790711 -1.808391 4.656052 0.0021 0.0020 0.0003
H -0.103529 -3.023273 -2.898425 0.0071 -0.0029 -0.0020
C 1.856118 -4.040390 3.529496 -0.0065 0.0064 0.0039
C -2.795578 -4.054288 4.282562 0.0039 0.0011 0.0036
H -3.121680 -1.595833 5.491793 -0.0026 -0.0052 0.0033
H -4.097838 -0.856982 4.218701 0.0047 0.0028 0.0030
H -4.190920 0.236929 -4.747124 0.0046 0.0034 0.0002
H -0.477330 -3.536884 3.702130 0.0016 -0.0040 -0.0018
H -3.521920 1.126927 -0.318443 -0.0001 0.0079 0.0015
H -4.683958 -2.298000 5.048564 -0.0039 0.0021 -0.0051
H 0.267527 0.748856 -4.968604 -0.0070 -0.0025 0.0008
H 0.004225 2.609989 -1.810932 -0.0665 0.0375 0.0085
H -4.966834 -3.452971 2.796487 -0.0007 0.0009 0.0009
H -6.615138 0.457134 -1.959450 -0.0005 0.0016 0.0000
C 0.354158 5.726325 0.671959 0.0556 -0.2105 -0.0256
C -0.796193 -0.168432 2.006472 -0.0246 0.0237 -0.0208
C 5.309875 4.944637 0.273466 0.0374 -0.0255 0.0366
H 2.215455 -1.456755 -4.122078 0.0041 0.0057 -0.0058
```
Positions in Å, forces in eV/Å.

The calculation puts the energy above the lowest of the compared OMol25 structures with the same formula, charge and spin at 172.6 kJ/mol. Its spin multiplicity is 4. Its total charge is +1. The value obtained for the largest force on an atom is 0.0176 Eh/bohr. As for the expectation value of S²: 3.79. For the electronic energy, the calculation gives -173223.417 eV.



[2]
ORCA calculation (ωB97M-V/def2-TZVPD) on a structure of composition C36H34IMoN3O2P2S2.

XYZ file:
```
81
Properties=species:S:1:pos:R:3:forces:R:3
C -2.532385 -2.416064 -2.127116 0.1183 0.0133 -0.0931
C 2.331311 -3.561170 0.935600 0.1092 -0.0812 0.0397
P -0.098139 2.394617 0.880368 0.1384 0.1719 0.0182
Mo 1.551151 0.687816 1.513322 0.8131 0.8069 -0.0122
C -1.118781 5.042412 3.806280 0.0277 -0.0136 -0.0088
H -5.216260 -0.822634 -4.578733 0.0083 -0.0143 0.0105
H 3.918087 0.683281 -3.247517 -0.0297 -0.0181 0.0178
C -0.482899 2.375220 -1.906089 -0.0211 0.0796 -0.0770
H -3.077121 -4.763783 4.171273 0.0271 0.0079 -0.0132
C -3.266386 -1.298382 -4.138080 -0.1609 0.0707 -0.1044
H 0.010248 3.229528 3.715724 -0.0013 -0.0545 0.0181
H -2.237147 1.489115 0.232756 -0.0873 -0.1269 0.0284
C 2.042396 -2.284439 1.411506 -0.2907 0.4060 0.0888
C 3.017650 -1.539464 2.032164 0.0545 0.0473 0.0978
C -2.431338 -4.177498 3.530216 -0.0281 0.0021 -0.0158
C -3.536244 -1.840846 -2.865774 -0.0312 0.0024 0.0404
H -1.011348 5.138716 4.878439 0.0055 -0.0070 -0.0150
H -1.308833 1.689089 -1.764202 0.0119 -0.0039 -0.0394
C 1.614441 -1.027716 -1.258513 0.0554 0.2406 0.0790
H -2.476683 6.647105 1.148679 0.0058 -0.0108 0.0081
C -0.137195 2.751299 -3.198334 0.0232 0.0189 0.0454
H -2.757014 -2.888640 -1.179019 0.0232 -0.0134 -0.0389
C 1.224199 3.837671 -1.029657 0.0114 0.0163 -0.1290
C 3.612415 -4.053427 1.124735 -0.0038 -0.0825 -0.0233
C -0.548032 3.961354 3.152074 0.0580 0.1146 -0.0337
H -0.679035 2.341393 -4.041033 0.0085 0.0015 0.0175
C 2.936260 0.795780 -1.311031 -0.1873 -0.0115 0.3137
H -4.044802 -3.443430 2.312395 0.0224 -0.0028 0.0116
C 0.884574 3.667361 -3.404072 0.0038 0.0038 -0.0119
C -1.941582 5.891922 1.708823 0.0235 -0.0138 -0.0517
C -1.817703 6.001545 3.087124 -0.0031 0.0111 0.0086
H -0.631350 -4.737726 4.553096 -0.0030 0.0055 -0.0054
H 2.959648 2.651710 2.000648 0.0614 0.0119 0.0266
H -1.745924 -0.975521 -5.631960 -0.0033 -0.0126 0.0109
H 5.597173 -3.689985 1.856350 -0.0102 -0.0128 -0.0039
H -2.633159 -2.131237 0.876378 0.0059 0.0388 0.0116
C 3.232034 0.292384 -2.512994 0.0108 -0.0349 -0.1413
H -1.652324 -0.900056 0.090205 -0.1460 0.0545 -0.0549
H 2.340724 4.949205 -2.479812 -0.0094 -0.0097 -0.0024
H 1.748515 4.282733 -0.190680 -0.0104 -0.0252 0.0276
C 1.558829 4.218357 -2.320029 -0.0296 -0.0262 0.0363
C -0.232856 -3.416985 2.923819 0.0129 -0.0313 0.0615
H 3.337562 1.694998 -0.876045 0.0063 -0.0135 0.0132
C -1.062731 -4.165590 3.743146 0.0002 -0.0047 -0.0075
H -1.466303 4.748276 -0.033409 -0.0082 -0.0284 0.0032
S 2.381201 -1.170693 -2.787746 -0.0412 -0.2149 -0.0346
C -0.875370 -0.158288 0.249011 0.4009 0.2288 0.4137
N 2.006836 0.053464 -0.576217 0.0017 -0.0668 -0.2200
H 0.827254 -3.416627 3.128665 -0.0143 0.0338 -0.0154
H -0.409193 0.043741 -0.703169 -0.0147 0.0285 -0.0713
C -0.681790 3.843611 1.768577 -0.0617 -0.0846 0.0256
H -1.773940 1.019198 1.869897 -0.0281 -0.0318 0.0179
C -1.953900 -1.356487 -4.639773 0.0348 0.0147 -0.0232
C -2.157913 -2.675947 1.677327 -0.0003 -0.0570 0.0013
O -0.560220 -4.035895 -0.720009 0.0946 -0.0211 0.0260
H 1.581114 -4.179840 0.460817 -0.0131 0.0403 -0.0319
H 5.067438 -1.409223 2.677892 -0.0352 -0.0011 0.0146
C -0.770209 -2.662709 1.877198 -0.2225 0.0925 -0.0671
C 4.601087 -3.285898 1.735574 0.0691 -0.0308 -0.0175
C 0.200025 2.912088 -0.817975 0.0364 -0.0433 -0.1026
I 0.346631 0.357212 3.898379 -0.0150 -0.2165 -0.0998
H -4.552116 -1.837265 -2.489740 0.0175 -0.0043 -0.0133
H -2.259955 6.844872 3.601121 0.0052 -0.0132 -0.0037
C 4.311963 -2.013479 2.193935 -0.0578 -0.1488 -0.1059
H 4.111095 1.248782 2.336310 0.0481 0.0137 -0.0512
C -1.374177 4.816948 1.043006 -0.0470 0.0692 0.0661
O 1.095700 -3.565625 -2.545165 0.0190 -0.0512 0.0285
C -1.225092 -2.450962 -2.632340 -0.3711 0.2022 -0.2740
N 0.667180 -1.908063 -0.751248 0.3770 0.1315 0.3429
S 0.011667 -3.175630 -1.704257 0.0257 -0.2092 0.0975
C 3.134993 1.567675 1.983903 -0.4472 -0.0359 -0.1108
H 1.146854 3.966198 -4.410783 -0.0028 -0.0007 0.0198
H 2.793896 -0.592436 2.510376 0.1279 0.0828 0.5264
H -4.104984 -0.483993 -5.828976 0.0236 -0.0152 0.0048
H 3.841773 -5.054578 0.783397 0.0048 0.0137 0.0034
H 0.045096 -2.016169 -4.324278 0.0022 -0.0184 0.0304
N -4.258010 -0.729087 -4.866466 0.0483 -0.0078 0.0588
C -2.977738 -3.432975 2.490560 0.0601 -0.0168 0.0212
C -1.406014 1.130926 0.850937 -0.3827 -0.0528 0.0816
C -0.947098 -1.932007 -3.903402 -0.0583 -0.0406 0.1095
P 0.342277 -1.589136 0.973642 -0.1661 -1.0407 -0.7993
```
Positions in Å, forces in eV/Å.

Its spin multiplicity is 3. Its total charge is +2. The value obtained for the largest force on an atom is 0.0257 Eh/bohr. As for the expectation value of S²: 2.08. For the electronic energy, the calculation gives -96637.727 eV.